C4H7NO2 | wB97M-V/def2-TZVPD

Summary:
**2S+1**: 1
**HOMO level**: -9.3 eV
**Net charge**: 0
**LUMO**: 0.61 eV

Atoms and positions in Å:
C -1.867 -0.072 0.695
N -0.479 0.174 0.605
C 0.286 -0.565 -0.423
C 1.717 -1.002 -0.268
O 2.541 -0.596 0.529
C 0.179 1.007 -0.352
O 1.307 1.733 -0.108
H -2.285 -0.317 -0.217
H -2.063 -0.968 1.446
H -2.437 0.795 1.141
H -0.069 -1.171 -1.257
H 1.876 -1.612 -1.205
H -0.458 1.552 -1.069
H 1.751 1.042 0.482

Atomic partial charges in e from the Mulliken method, atoms 1 to 6:
1. C -0.84
2. N -0.13
3. C -0.25
4. C 0.02
5. O -0.55
6. C 0.04